{"formula": "C23H21N11OPdS", "method": "ωB97M-V with the def2-TZVPD basis set", "elements": ["C", "N", "H", "C", "H", "H", "H", "H", "C", "N", "H", "C", "H", "C", "C", "H", "N", "C", "C", "N", "C", "C", "C", "N", "C", "S", "Pd", "H", "H", "N", "H", "C", "N", "H", "C", "H", "C", "H", "C", "H", "C", "H", "O", "H", "N", "C", "C", "N", "H", "H", "C", "C", "N", "H", "C", "C", "N", "H"], "coordinates": [[2.198, -1.788, -4.616], [3.916, -0.281, -2.809], [-1.654, -1.623, -4.206], [-0.583, -1.691, -4.342], [-1.314, -2.431, 3.114], [0.787, -1.402, 6.521], [-0.498, -4.587, -0.509], [-1.416, -4.560, 1.817], [3.427, 0.662, -0.914], [-1.896, 2.099, -1.867], [-4.358, 3.851, -2.778], [-0.492, -0.038, 3.698], [1.809, -3.101, -6.255], [-0.497, -3.684, 0.085], [-0.320, -0.076, 2.233], [3.266, -1.872, -4.761], [2.263, 0.244, -1.489], [2.568, -0.340, -2.652], [0.237, -0.931, -3.431], [-3.592, 2.866, -0.685], [-1.475, 0.769, 4.272], [1.685, -1.013, -3.581], [4.469, 0.339, -1.735], [0.032, -1.366, 0.235], [0.315, -0.827, 4.517], [1.133, 2.973, -0.232], [0.282, 0.718, -0.646], [5.527, 0.509, -1.636], [-3.204, 3.095, -3.795], [-1.779, 1.635, -0.632], [3.454, 1.162, 0.037], [-0.998, -3.666, 1.376], [-2.980, 2.811, -1.844], [4.429, -0.624, -3.604], [-0.849, -0.013, 6.455], [0.919, 5.144, 1.427], [-2.806, 2.122, 0.072], [0.197, 4.498, 2.866], [0.004, -2.506, -0.446], [-2.448, 1.371, 6.076], [0.436, 3.159, 1.371], [1.092, -1.441, 4.077], [-0.323, -0.235, -2.556], [-0.991, -0.006, 7.528], [0.476, 4.379, 1.906], [-1.663, 0.766, 5.643], [-0.411, -1.348, 1.505], [-0.069, 2.191, 2.073], [-0.661, -3.014, -5.999], [-2.986, 1.939, 1.117], [0.144, -0.802, 5.891], [1.371, -2.495, -5.474], [-3.416, 3.521, -2.908], [0.410, -2.491, -1.447], [-0.032, -2.447, -5.327], [-0.945, -2.486, 2.100], [-0.088, 0.980, 1.523], [-2.104, 1.380, 3.639]], "atomic_forces_ev_per_a": [[-0.249, -0.440, -0.507], [-0.444, -0.182, 0.008], [0.008, 0.020, 0.018], [-0.021, 0.117, 1.039], [0.012, -0.014, -0.010], [-0.007, 0.003, -0.003], [0.025, 0.020, -0.016], [-0.010, 0.011, 0.008], [0.609, 0.319, 0.079], [-0.453, 0.312, -0.146], [-0.147, -0.124, 0.074], [-0.314, 0.261, 0.231], [-0.005, 0.016, 0.020], [-0.016, -0.011, 0.203], [-0.015, -0.136, -0.230], [0.029, -0.066, 0.005], [-0.747, -0.265, 0.687], [-0.192, -0.119, -0.243], [2.048, -1.604, -1.449], [-0.124, 0.094, 0.014], [0.014, -0.107, -0.089], [-1.053, 0.475, -0.022], [-0.130, 0.361, 0.432], [-0.253, 0.534, -0.601], [0.108, -0.021, -0.238], [-0.551, -1.054, -0.841], [0.204, -0.897, 1.100], [-0.018, -0.059, 0.013], [-0.009, -0.226, -0.008], [0.453, -0.166, -0.564], [-0.009, -0.048, 0.005], [0.031, -0.065, -0.146], [0.207, -0.504, 0.240], [-0.040, 0.022, -0.078], [0.014, -0.010, -0.043], [-0.075, 0.054, -0.019], [0.213, -0.197, 0.247], [0.070, 0.006, 0.038], [0.106, -0.029, -0.173], [0.028, 0.005, 0.019], [-0.008, -0.315, 0.132], [-0.016, -0.029, 0.039], [-1.037, 2.776, 1.907], [0.006, -0.003, -0.003], [0.135, 0.048, -0.141], [-0.046, 0.019, -0.012], [-0.007, -0.255, 0.262], [-0.293, 0.269, 0.302], [-0.016, 0.058, -0.030], [0.019, -0.019, -0.007], [0.007, -0.004, 0.067], [0.073, 0.120, 0.166], [0.214, 0.601, -0.275], [-0.063, 0.078, -0.067], [0.663, 0.028, -0.262], [0.111, 0.193, 0.014], [0.966, 0.117, -1.183], [-0.006, 0.034, 0.036]], "nbo_charge": [-0.122, -0.473, 0.239, -0.246, 0.261, 0.239, 0.254, 0.253, -0.078, -0.045, 0.418, -0.160, 0.242, -0.216, 0.268, 0.203, -0.472, 0.372, 0.387, -0.235, -0.106, -0.181, -0.030, -0.451, -0.178, 0.030, 1.140, 0.256, 0.410, -0.336, 0.245, -0.115, 0.210, 0.445, -0.159, 0.426, 0.149, 0.433, 0.083, 0.236, 0.297, 0.223, -0.566, 0.240, -0.740, -0.217, 0.141, -0.378, 0.246, 0.236, -0.199, -0.190, -0.591, 0.221, -0.164, -0.193, -0.165, 0.206], "total_charge": 2}



{"formula": "C23H21N3O3S3", "method": "ωB97M-V with the def2-TZVPD basis set", "elements": ["C", "H", "C", "S", "C", "H", "H", "H", "C", "N", "C", "H", "C", "H", "H", "C", "C", "C", "N", "C", "H", "S", "C", "H", "C", "H", "O", "H", "C", "C", "H", "C", "H", "O", "H", "C", "N", "H", "H", "H", "S", "H", "C", "C", "H", "H", "C", "O", "C", "H", "C", "C", "C"], "coordinates": [[3.083, -1.394, 0.653], [0.122, 1.574, -2.594], [0.273, -1.217, -3.173], [-0.660, -0.985, -1.667], [1.464, -1.142, 3.910], [5.166, -1.037, 0.295], [2.439, -1.450, -6.316], [0.371, -0.108, -6.348], [-3.406, 2.081, 0.185], [-2.090, 1.622, -0.185], [1.786, -1.042, 0.332], [-1.658, -2.511, 2.017], [-1.470, 2.099, -1.275], [0.952, -1.541, 0.794], [2.329, -0.757, 4.426], [1.540, -0.057, -0.619], [-0.055, 1.564, -1.510], [-3.574, 2.067, 1.697], [0.198, 0.271, -0.914], [-0.667, -0.779, 2.789], [0.620, 2.293, -1.048], [0.362, 1.446, 3.621], [1.426, -1.977, -3.139], [2.070, -3.182, 4.021], [-0.120, -0.539, -4.311], [-4.434, 2.662, 2.000], [-1.912, 2.982, -1.979], [-1.036, 0.031, -4.291], [-1.193, 1.353, 2.787], [2.618, 0.561, -1.249], [3.253, -2.160, 1.395], [4.153, -0.766, 0.038], [2.456, 1.313, -2.006], [-1.964, -0.484, -1.976], [-4.181, 1.449, -0.266], [3.914, 0.209, -0.913], [-1.566, 0.180, 2.422], [-3.505, 3.094, -0.218], [4.739, 0.700, -1.407], [-3.661, 1.051, 2.077], [-2.125, 2.789, 2.547], [3.109, -2.652, -4.271], [1.827, -1.384, -5.429], [0.194, -2.989, 3.005], [0.106, -4.050, 2.830], [-1.757, 0.770, 0.244], [0.665, -0.629, -5.450], [-0.568, -2.149, -0.841], [-0.800, -2.144, 2.555], [1.688, -2.495, -2.230], [1.310, -2.496, 3.676], [2.206, -2.061, -4.280], [0.470, -0.289, 3.466]], "atomic_forces_ev_per_a": [[0.010, -0.045, -0.026], [0.003, 0.119, 0.123], [-0.409, 0.072, 0.569], [0.074, -0.247, -0.234], [0.055, 0.002, 0.035], [0.096, -0.022, 0.024], [0.050, -0.008, -0.078], [-0.039, 0.038, -0.069], [0.071, 0.161, -0.151], [-0.199, -0.141, 0.203], [0.062, 0.035, 0.026], [-0.115, -0.055, -0.069], [0.287, -0.064, 0.287], [-0.021, -0.002, 0.137], [0.127, -0.013, 0.063], [0.832, -0.234, 0.473], [-0.332, 0.514, -0.397], [0.358, 0.098, 0.116], [-0.845, -0.593, -0.250], [0.881, -0.241, 0.518], [-0.061, -0.156, -0.066], [-0.376, -0.261, -0.238], [0.133, -0.192, 0.028], [0.068, -0.063, 0.029], [-0.147, 0.095, -0.119], [-0.004, -0.045, 0.032], [0.001, 0.270, -0.348], [-0.091, 0.097, -0.077], [0.311, -0.023, 0.223], [-0.246, 0.053, -0.035], [0.004, -0.064, 0.070], [0.061, -0.002, -0.039], [-0.042, 0.078, -0.078], [0.186, 0.157, -0.354], [0.004, 0.108, 0.007], [0.095, 0.024, 0.003], [-0.601, 0.245, -0.353], [-0.081, -0.168, 0.064], [0.062, 0.046, -0.037], [-0.131, 0.088, 0.028], [-0.391, 0.356, 0.043], [0.074, -0.056, 0.011], [0.001, 0.002, -0.018], [-0.055, -0.078, -0.052], [-0.003, -0.104, -0.016], [0.031, 0.172, -0.017], [-0.012, 0.022, 0.026], [0.346, -0.010, -0.113], [0.024, 0.130, 0.056], [0.117, -0.096, 0.075], [0.123, 0.007, 0.062], [-0.027, -0.003, 0.059], [-0.324, 0.001, -0.155]], "nbo_charge": [-0.194, 0.216, -0.274, 2.312, -0.245, 0.215, 0.219, 0.222, -0.234, -0.631, -0.225, 0.236, 0.693, 0.255, 0.221, 0.100, -0.325, -0.524, -0.675, 0.072, 0.245, 0.373, -0.198, 0.217, -0.225, 0.236, -0.632, 0.249, -0.075, -0.193, 0.218, -0.219, 0.212, -0.931, 0.204, -0.221, -0.517, 0.231, 0.215, 0.253, 0.308, 0.222, -0.189, -0.217, 0.220, 0.429, -0.200, -0.928, -0.195, 0.242, -0.222, -0.212, -0.137], "total_charge": 0, "smiles": "O=C(CN(c1ccccc1)S(=O)(=O)c1ccccc1)NCCSc1nc2ccccc2s1"}



Relative energy (zero: lowest compared OMol25 entry of this formula, charge and spin) values (in kcal per mole) by entry order: 71.3; 0.0.